No. 1
The following is a DFT calculation (ωB97M-V with the def2-TZVPD basis set) of a 2-piece molecular cluster, C4H9NO overall.

Last column: Löwdin charge in e.
Cartesian coordinates (Å):
1 C -1.75 0.40 0.33  -0.11
2 C -1.39 -0.77 -0.54  -0.25
3 C -0.44 -1.66 -0.26  -0.03
4 N 1.70 0.51 1.09  0.09
5 C 2.07 1.00 -0.02  -0.36
6 O 1.46 0.74 -1.18  0.02
7 H -1.92 1.30 -0.26  0.07
8 H -2.68 0.19 0.88  0.08
9 H -0.96 0.60 1.06  0.06
10 H 0.74 0.10 -1.00  0.06
11 H -1.97 -0.89 -1.46  0.10
12 H -0.23 -2.50 -0.92  0.06
13 H 0.17 -1.56 0.64  0.05
14 H 2.31 0.84 1.84  0.05
15 H 2.91 1.69 -0.18  0.13

Properties
LUMO level in eV: 1.08
Charge: 0
Energy relative to the best compared isomer or geometry (same formula, charge and spin) in kJ/mol: 157.0
HOMO level in Eh: -0.36018
Orbital gap in Ha: 0.3999
Structure (SMILES): [H]/N=C/O.C=CC

No. 2
The following is a DFT calculation (ωB97M-V with the def2-TZVPD basis set) of C4H8O2 as an isolated structure at a distorted geometry.

Last column: Löwdin charge in e.
Cartesian coordinates (Å):
1 C 0.08 -1.95 0.55  -0.12
2 C -0.35 -0.80 -0.37  -0.25
3 C 0.47 0.46 -0.13  -0.30
4 O 0.08 1.48 -1.03  -0.23
5 C -0.96 2.74 -0.28  -0.05
6 O -1.84 2.44 0.39  0.15
7 H -0.05 -1.68 1.61  0.07
8 H -0.51 -2.85 0.36  0.07
9 H 1.14 -2.20 0.40  0.07
10 H -1.40 -0.56 -0.21  0.11
11 H -0.24 -1.09 -1.42  0.11
12 H 0.34 0.79 0.92  0.12
13 H 1.54 0.26 -0.28  0.12
14 H 0.13 2.80 -0.75  0.14

Properties
LUMO level in eV: 0.70
Charge: 0
Energy relative to the best compared isomer or geometry (same formula, charge and spin) in kJ/mol: 356.8
HOMO level in Eh: -0.35659
Orbital gap in Ha: 0.3824

No. 3
The following is a DFT calculation (ωB97M-V with the def2-TZVPD basis set) of C3H6CsO as an isolated structure at a distorted geometry.

Last column: Löwdin charge in e.
Cartesian coordinates (Å):
1 C 2.95 -0.97 -0.54  0.08
2 C 2.98 0.33 -0.23  -0.13
3 C 1.76 1.15 -0.21  -0.31
4 O 0.63 0.71 -0.62  -0.16
5 Cs -2.44 -0.93 1.06  0.96
6 H 3.87 -1.53 -0.74  0.08
7 H 2.02 -1.54 -0.53  0.07
8 H 3.92 0.88 -0.24  0.11
9 H 1.76 2.02 0.47  0.12
10 H 1.75 2.23 -2.04  0.08
11 H 1.00 1.84 -2.29  0.11

Properties
LUMO level in eV: -3.83
Charge: +1
Energy relative to the best compared isomer or geometry (same formula, charge and spin) in kJ/mol: 118.3
HOMO level in Eh: -0.48281
Orbital gap in Ha: 0.3420

No. 4
The following is a DFT calculation (ωB97M-V with the def2-TZVPD basis set) of one molecule with the formula C6H15NO2 at a distorted geometry.

Last column: Löwdin charge in e.
Cartesian coordinates (Å):
1 C -0.01 -0.72 0.18  -0.52
2 C 0.38 0.78 -0.05  -0.28
3 C 0.16 0.74 -2.53  -0.12
4 C 0.76 -0.48 2.55  -0.11
5 C -1.33 -1.15 -0.46  -0.02
6 C -0.68 1.82 0.30  -0.03
7 N 1.01 -1.66 -0.23  0.11
8 O 0.95 1.05 -1.40  -0.16
9 O -0.26 -0.86 1.64  -0.17
10 H 1.25 1.00 0.58  0.13
11 H 0.83 -2.54 0.23  0.10
12 H 1.93 -1.31 0.02  0.08
13 H -0.88 1.07 -2.42  0.08
14 H 0.59 1.27 -3.39  0.09
15 H 0.21 -0.33 -2.77  0.08
16 H 0.72 0.60 2.74  0.08
17 H 0.58 -0.99 3.49  0.09
18 H 1.76 -0.76 2.19  0.08
19 H -2.11 -0.38 -0.42  0.08
20 H -1.23 -1.45 -1.51  0.08
21 H -1.76 -2.01 0.07  0.09
22 H -1.50 1.41 0.90  0.08
23 H -1.13 2.29 -0.58  0.08
24 H -0.23 2.62 0.88  0.08

Properties
LUMO level in eV: 0.93
Charge: 0
Energy relative to the best compared isomer or geometry (same formula, charge and spin) in kJ/mol: 203.1
HOMO level in Eh: -0.34546
Orbital gap in Ha: 0.3797
Structure (SMILES): CO[C@@H](C)[C@@](C)(N)OC

No. 5
The following is a DFT calculation (ωB97M-V with the def2-TZVPD basis set) of C23H49N3NdOP4 as an isolated structure at a distorted geometry.

Last column: Löwdin charge in e.
Cartesian coordinates (Å):
1 Nd -0.47 0.78 -0.99  1.42
2 P 2.45 -1.46 1.04  0.90
3 P 1.86 2.45 -0.65  0.72
4 P -1.19 -2.61 -0.59  0.76
5 H -0.32 2.36 -3.35  0.09
6 C -1.25 2.06 -2.85  -0.12
7 C -1.70 2.66 -1.67  -0.20
8 H -1.21 3.53 -1.20  0.10
9 C 3.99 -2.12 0.44  -0.17
10 C 2.73 0.02 2.03  -0.19
11 C 1.40 -2.53 2.02  -0.20
12 C 1.92 3.77 -1.91  -0.24
13 C 2.13 3.44 0.87  -0.25
14 C 3.54 1.72 -0.89  -0.24
15 C -2.38 -3.13 -1.90  -0.28
16 C -1.79 -3.68 0.79  -0.27
17 C 0.24 -3.64 -1.14  -0.26
18 H -1.86 1.42 -3.48  0.10
19 H -2.71 2.50 -1.27  0.09
20 H 4.63 -2.32 1.31  0.08
21 H 4.46 -1.40 -0.24  0.07
22 H 3.82 -3.04 -0.15  0.09
23 H 3.44 -0.23 2.85  0.10
24 H 1.83 0.44 2.50  0.04
25 H 3.19 0.83 1.46  0.00
26 H 1.62 -3.60 1.85  0.08
27 H 0.34 -2.35 1.77  0.01
28 H 1.52 -2.33 3.09  0.08
29 H 2.98 3.96 -2.15  0.07
30 H 1.46 4.70 -1.55  0.07
31 H 1.38 3.45 -2.83  0.04
32 H 3.02 4.07 0.73  0.08
33 H 2.26 2.78 1.73  0.02
34 H 1.25 4.08 1.08  0.05
35 H 4.15 2.48 -1.38  0.06
36 H 3.49 0.83 -1.53  0.05
37 H 4.02 1.44 0.06  0.03
38 H -2.73 -4.15 -1.68  0.06
39 H -1.96 -3.14 -2.91  0.04
40 H -3.22 -2.42 -1.87  0.04
41 H -2.53 -4.39 0.42  0.06
42 H -2.25 -3.07 1.58  0.02
43 H -0.97 -4.26 1.24  0.05
44 H -0.11 -4.51 -1.70  0.07
45 H 0.82 -4.00 -0.29  0.02
46 H 0.88 -3.03 -1.79  0.02
47 C 0.43 -1.07 -3.79  -0.44
48 C 1.51 -1.30 -4.69  -0.03
49 C 1.29 -1.75 -6.00  -0.06
50 C -0.01 -1.99 -6.47  -0.06
51 C -1.08 -1.73 -5.61  -0.08
52 C -0.89 -1.27 -4.31  -0.09
53 O 0.70 -0.74 -2.52  -0.40
54 H 1.75 -1.31 -0.18  0.01
55 H 2.52 -1.13 -4.34  0.11
56 H 2.16 -1.99 -6.61  0.12
57 H -0.20 -2.39 -7.46  0.12
58 H -2.11 -1.86 -5.96  0.12
59 H -1.78 -1.14 -3.68  0.08
60 C -1.29 1.43 4.87  -0.14
61 N -1.34 2.60 3.93  -0.13
62 C -2.75 2.96 3.69  -0.13
63 N -3.56 1.81 3.18  -0.13
64 C -3.46 0.68 4.12  -0.13
65 N -2.04 0.27 4.37  -0.13
66 C -1.42 -0.31 3.18  -0.31
67 P -1.35 0.91 1.75  0.87
68 C -0.62 2.35 2.71  -0.35
69 C -3.14 1.45 1.82  -0.32
70 H -1.72 1.77 5.82  0.15
71 H -0.24 1.13 5.02  0.13
72 H -2.80 3.77 2.95  0.14
73 H -3.18 3.28 4.66  0.15
74 H -4.02 -0.17 3.70  0.14
75 H -3.90 1.00 5.08  0.15
76 H -0.40 -0.64 3.43  0.07
77 H -1.98 -1.20 2.86  0.08
78 H 0.44 2.12 2.91  0.07
79 H -0.62 3.23 2.07  0.08
80 H -3.76 0.62 1.46  0.10
81 H -3.29 2.30 1.14  0.08

Properties
LUMO level (spin up / spin down) in eV: -10.94 / -10.95
Charge: +3
HOMO level (spin up / spin down) in Eh: -0.54569 / -0.54553
Orbital gap (spin up / spin down) in Ha: 0.1438 / 0.1432
Spin multiplicity: 4
<S²>: 3.7560

Number 1: DFT total energy -7830.69321 eV. Number 2: DFT total energy -8369.58409 eV. Number 3: DFT total energy -5795.21184 eV. Number 4: DFT total energy -12049.30609 eV. Number 5: DFT total energy -83568.31984 eV.